# 1
11
Properties=species:S:1:pos:R:3:forces:R:3:lowdin_charge:R:1 method="wB97M-V/def2-TZVPD" homo_ev=-9.669 e_above_lowest_kj_mol=179.0 molar_mass_g_mol=74.1 smiles="CC(=O)NN" gap_ha=0.38876 spin_multiplicity=1
H -0.20170 0.33549 1.90401 -0.313 -1.506 -0.511 0.157
N -0.35855 -0.17707 1.00474 0.379 -0.478 0.099 -0.039
O -0.27140 1.92146 0.51236 -0.239 2.600 0.675 0.042
H -0.76384 0.21779 -1.91516 0.027 0.689 -0.171 0.078
C -0.18364 0.81564 0.07775 0.468 -1.453 -0.892 -0.585
H 0.84386 -1.74895 1.40835 -0.729 0.308 -1.069 0.102
H 0.93375 -0.05668 -1.65053 -0.336 0.320 0.497 0.072
C 0.10823 0.64031 -1.40648 0.951 0.335 0.583 -0.008
H 0.44530 1.71003 -1.59794 -0.863 -1.530 -0.743 0.104
H -0.63414 -2.13956 0.93822 -1.760 -1.114 0.399 0.039
N 0.08214 -1.51846 0.72469 2.415 1.831 1.134 0.036

---

# 2
21
Properties=species:S:1:pos:R:3:forces:R:3:lowdin_charge:R:1 method="wB97M-V/def2-TZVPD" homo_ev=-8.272 e_above_lowest_kj_mol=588.9 molar_mass_g_mol=111.2 smiles=CC1(C)CCN2C[C@H]21 gap_ha=0.34187 spin_multiplicity=1
H 1.93061 0.89570 1.27718 -2.502 0.614 0.000 0.121
H 2.04043 0.76100 -1.45685 -0.620 -2.185 -2.013 0.139
C 1.23561 -0.02681 -1.85294 1.851 3.694 -2.103 -0.021
H 0.02197 -1.47930 -0.83363 -1.160 -1.485 -1.672 0.126
H -2.21923 -0.51725 0.50993 0.661 -0.298 -0.570 0.117
H 0.30614 1.53356 2.07264 0.355 -0.920 -0.379 0.079
H 0.12577 -1.45939 2.63277 0.375 0.150 -2.283 0.109
H -1.92128 0.08257 -1.98498 -0.301 -0.988 -0.080 0.102
H -1.68075 1.66521 -1.40517 -0.488 0.699 0.327 0.100
C 0.74733 1.05277 1.16954 2.021 -0.220 -0.388 -0.048
C -1.41866 0.64452 -1.22027 2.878 0.459 -0.463 -0.095
C 0.36038 -1.54597 1.47439 -0.281 1.283 2.752 -0.046
H 1.48057 -1.66346 1.41297 -1.260 -0.819 -0.038 0.097
H 0.52093 1.73713 0.30662 0.813 -0.282 1.135 0.086
C -1.40698 0.18565 0.22407 -1.124 -1.540 2.487 -0.089
C 0.48458 -0.55011 -0.68613 1.595 -1.278 -2.415 -0.416
H 1.09627 -0.26798 -3.06426 1.048 -0.304 3.483 0.167
H -0.33323 -2.32633 1.12426 0.949 -0.198 -0.131 0.074
C 0.13269 -0.27528 0.63316 -1.294 1.373 5.308 -0.511
N 0.09694 0.61902 -1.28757 -3.183 0.977 -3.107 -0.172
H -1.60009 0.93475 0.95427 -0.333 1.268 0.151 0.083

---

# 3
18
Properties=species:S:1:pos:R:3:forces:R:3:lowdin_charge:R:1 method="wB97M-V/def2-TZVPD" homo_ev=-9.729 e_above_lowest_kj_mol=33.8 molar_mass_g_mol=101.1 smiles="CC[C@@H](C)NC=O" gap_ha=0.39053 spin_multiplicity=1
H 2.11440 0.20204 -1.55514 -0.016 -0.115 0.117 0.077
H -2.56735 2.39704 -0.21587 0.030 -0.107 -0.047 0.128
H -0.32557 -2.33461 0.10728 0.013 0.149 0.089 0.078
H 3.18724 -0.10417 -0.18205 -0.136 -0.045 -0.077 0.071
N -1.24391 0.92551 0.33166 -0.055 0.087 -0.045 0.037
C 1.11832 0.25000 0.36989 0.016 0.053 0.061 -0.222
C -2.01527 1.52437 -0.61279 -0.007 -0.041 -0.051 -0.360
H -0.40741 -0.24303 -1.09130 0.078 -0.001 0.142 0.135
H 1.18197 1.34436 0.37573 -0.005 -0.131 -0.015 0.109
C -0.32035 -0.15289 -0.00358 0.070 -0.067 -0.084 -0.379
C -0.75414 -1.47734 0.63740 0.001 -0.039 0.007 -0.047
H 1.32853 -0.08170 1.39583 -0.033 0.052 -0.118 0.105
C 2.18426 -0.29110 -0.57954 0.030 -0.066 -0.052 -0.104
H 2.08166 -1.36998 -0.74016 0.011 0.126 0.057 0.073
H -1.84326 -1.57584 0.60890 0.159 -0.007 -0.077 0.079
H -0.43290 -1.53799 1.68480 -0.084 0.058 -0.135 0.075
O -2.11156 1.16319 -1.77015 0.007 0.127 0.347 0.008
H -1.17464 1.36213 1.23909 -0.079 -0.033 -0.119 0.137